# 1
Below is C6H6ClP as an isolated structure, with properties calculated with ωB97M-V with the def2-TZVPD basis set.

Each line ends with the Löwdin charge.
Positions of all 14 atoms, in Å:
C: 0.58080 -1.36878 0.76439  -0.191
C: 0.92231 -0.06606 0.86292  -0.180
C: -0.51913 1.56313 -0.12241  -0.202
C: 0.07806 -1.98183 -0.50307  -0.509
C: -1.57382 0.90542 -0.61159  -0.828
C: 0.87711 0.90709 -0.13220  -0.270
P: -1.07130 -1.23566 -1.41625  0.959
Cl: -3.16234 1.37572 -0.54244  0.625
H: 0.61298 -2.11828 1.62161  0.116
H: 1.21671 0.27291 1.94931  0.153
H: -0.79887 2.52575 0.29361  0.093
H: 0.26108 -3.00096 -0.87796  0.034
H: 1.60355 1.63033 -0.07684  0.081
H: 0.97287 0.59123 -1.20908  0.118

Computed properties:
- Kohn-Sham gap: 0.3251 Eh
- E_HOMO: -8.84 eV


# 2
Below is C3H6FFeO2 as an isolated structure, with properties calculated with ωB97M-V with the def2-TZVPD basis set.

Each line ends with the Mulliken spin population.
Positions of all 13 atoms, in Å:
O: -3.11965 -0.40616 1.01024  0.359
C: -2.06880 -0.82930 0.48754  0.693
C: -1.15955 0.03317 -0.21965  0.136
O: -1.71732 1.32275 -0.34484  0.062
C: -0.81474 2.32567 -0.80343  0.001
Fe: -3.50978 1.54387 0.58473  3.763
H: -1.79738 -1.89359 0.57684  0.038
H: -0.68224 -0.49727 -1.32380  0.044
H: -0.50253 2.09884 -1.83170  0.006
H: -1.34465 3.28320 -0.78081  -0.004
H: 0.06851 2.36496 -0.15204  -0.001
H: -0.13732 0.03691 0.25570  0.056
F: 0.24613 -1.23186 -2.53830  0.846

Computed properties:
- Kohn-Sham gap (spin up / spin down): 0.1048 / 0.2796 Eh
- E_HOMO (spin up / spin down): -9.79 / -14.93 eV
- Net charge: +1
- 2S+1: 7


# 3
Below is C3CoFO3 as an isolated structure, with properties calculated with ωB97M-V with the def2-TZVPD basis set.

Each line ends with the Mulliken spin population.
Positions of all 8 atoms, in Å:
C: -2.15617 0.59698 0.08726  0.064
C: -0.98384 0.70158 -0.17003  -0.021
O: 0.26479 0.76072 -0.43723  -0.008
F: -3.42932 0.48637 0.31349  0.003
O: 0.80423 -2.25197 0.18433  0.009
C: 1.38273 -1.28352 -0.09699  0.016
O: 2.30547 -0.53914 -0.16970  -0.039
Co: 1.81212 1.52898 0.28887  3.975

Computed properties:
- Kohn-Sham gap (spin up / spin down): 0.2867 / 0.2793 Eh
- E_HOMO (spin up / spin down): -7.73 / -8.90 eV
- 2S+1: 5


# 4
Below is C5H6N2 in the gas phase, with properties calculated with ωB97M-V with the def2-TZVPD basis set.

Each line ends with the Löwdin charge.
Positions of all 13 atoms, in Å:
H: -2.97059 -1.45279 -0.13103  0.047
N: -2.61976 -0.48576 -0.04673  0.130
C: -1.37352 -0.16144 0.01000  -0.502
C: -0.98610 1.19215 -0.05532  -0.024
C: 0.36060 1.29365 0.12853  -0.005
C: 0.93489 -0.04243 -0.02034  -0.324
C: 2.24264 -0.50615 -0.09785  0.076
N: -0.21403 -0.84651 0.13069  0.070
H: -1.61209 2.00206 -0.31054  0.104
H: 0.79576 2.31751 0.26607  0.127
H: 2.41445 -1.58825 -0.29364  0.064
H: 3.05037 0.15074 -0.06820  0.023
H: -0.02264 -1.87278 0.48836  0.214

Computed properties:
- SMILES: [H]/N=C1/C=CC(=C)N1
- Kohn-Sham gap: 0.3040 Eh
- E_HOMO: -8.27 eV


no.,F_max (eV/A)
1,5.89
2,7.10
3,2.68
4,5.64